Density functional theory data (ωB97M-V/def2-TZVPD) for a molecular structure, C2H17NO5.

The total energy is -14076.4450 eV. The HOMO-LUMO gap is 0.399 hartree. Its energy above the lowest of the compared OMol25 structures with the same formula, charge and spin is 51.4 kcal/mol. The multiplicity is 1.

Cartesian coordinates (Å):
1 H 0.850 0.105 0.225
2 O 0.392 0.932 1.048
3 N 1.094 -0.652 -0.807
4 H 0.435 0.511 1.904
5 H 0.713 0.067 -1.487
6 C 0.058 -1.812 -0.729
7 H -0.137 -2.034 0.337
8 H -0.806 -1.359 -1.182
9 H 0.474 -2.693 -1.264
10 C 2.482 -1.149 -1.091
11 H 3.029 -0.308 -1.522
12 H 2.932 -1.363 -0.136
13 H 2.311 -2.047 -1.663
14 O -1.954 0.586 1.792
15 H -0.990 0.873 1.312
16 H -2.044 1.009 2.627
17 O 0.945 1.978 -1.576
18 H 0.587 2.192 -0.716
19 H 1.036 2.717 -2.165
20 O -2.455 -2.248 1.298
21 H -3.057 -1.806 0.676
22 H -2.122 -1.534 1.815
23 O -1.179 3.101 0.388
24 H -0.610 2.344 0.675
25 H -1.985 2.590 0.241